Entry 1:
C6H11ClSi2 as an isolated structure in a non-equilibrium geometry. Source: the Open Molecules 2025 dataset; level of theory: ωB97M-V with the def2-TZVPD basis set.

```
! wB97M-V def2-TZVPD RIJCOSX def2/J DEFGRID3
* xyz 0 1
H -2.919 -1.024 -0.747
H 3.137 -1.564 -0.782
Si -0.177 0.636 -0.671
H -1.310 -0.599 1.681
H 0.147 0.015 -1.959
C -0.555 3.264 0.199
H 1.789 -3.312 -1.584
H -0.527 2.889 -1.843
H 0.941 -0.344 2.065
C -0.581 2.497 -0.860
H -0.695 4.282 0.337
Cl 3.034 1.243 1.111
C 1.373 -2.636 -0.802
C 2.156 -1.631 -0.421
C -2.126 -0.805 -0.088
H -0.538 2.697 1.193
H -2.918 -1.657 1.634
Si 1.497 -0.182 0.696
H 0.417 -2.688 -0.361
C -2.144 -1.081 1.201
*
```

## Properties
- relative energy (zero: lowest compared OMol25 entry of this formula, charge and spin) (kcal per mole) = 0.0
- gap between HOMO and LUMO (Ha) = 0.3343

---

Entry 2:
One molecule with the formula C7H14 in a non-equilibrium geometry. Source: the Open Molecules 2025 dataset; level of theory: ωB97M-V with the def2-TZVPD basis set.

```
! wB97M-V def2-TZVPD RIJCOSX def2/J DEFGRID3
* xyz 0 1
H 1.565 -1.077 2.173
C -0.620 1.581 -1.917
H -0.376 -0.248 2.462
H -1.161 3.567 -2.285
H -1.162 1.281 0.982
H 2.115 -1.243 -0.256
H -0.988 3.126 -0.509
H -0.369 1.324 -2.931
C -0.408 -0.593 1.428
C -0.599 0.400 -0.958
C -0.382 0.662 0.534
C 0.832 -1.530 1.487
H 1.720 -3.078 0.236
H -1.279 -1.207 1.229
H -1.459 -0.242 -1.196
C 1.480 -2.022 0.165
H 0.629 -1.942 -0.525
H 0.567 -2.457 2.047
H 0.623 1.096 0.586
H 0.298 -0.182 -1.214
C -1.028 2.784 -1.538
*
```

## Properties
- relative energy (zero: lowest compared OMol25 entry of this formula, charge and spin) (kcal per mole) = 40.3
- SMILES string = C=CCCCCC
- gap between HOMO and LUMO (Ha) = 0.3914

---

Entry 3:
One molecule with the formula C7H13N in a non-equilibrium geometry. Source: the Open Molecules 2025 dataset; level of theory: ωB97M-V with the def2-TZVPD basis set.

```
! wB97M-V def2-TZVPD RIJCOSX def2/J DEFGRID3
* xyz 0 1
H 1.051 0.746 -0.947
C -0.582 0.632 2.375
C 1.129 -1.259 0.486
C 1.490 -2.305 -0.223
H -0.272 -0.304 -1.644
H -1.935 1.450 -0.343
H 0.876 -2.924 -0.804
C -0.721 0.283 1.118
H 0.515 1.812 -2.971
H -0.640 0.018 3.209
H -0.462 2.207 0.318
H -0.615 -1.856 1.625
H -0.832 -1.378 -0.081
N -0.254 1.754 -2.277
C -0.043 0.751 -1.288
H -0.709 1.652 2.482
C -0.340 -1.154 0.829
H -1.142 1.965 -2.517
H 2.539 -2.561 -0.408
C -0.871 1.191 -0.048
H 1.817 -0.719 1.108
*
```

## Properties
- relative energy (zero: lowest compared OMol25 entry of this formula, charge and spin) (kcal per mole) = 62.0
- SMILES string = C=CCC(=C)CCN
- gap between HOMO and LUMO (Ha) = 0.3633

---

Entry 4:
One molecule with the formula C7H14N2O4S in a non-equilibrium geometry. Source: the Open Molecules 2025 dataset; level of theory: ωB97M-V with the def2-TZVPD basis set.

```
! wB97M-V def2-TZVPD RIJCOSX def2/J DEFGRID3
* xyz 0 1
H 1.635 -1.738 1.824
H 1.621 -1.335 -2.077
C 3.072 0.786 -0.069
H 2.866 1.754 -0.544
N 0.802 0.721 -1.484
H -3.306 1.800 -1.869
O -1.494 0.724 0.487
N -2.380 1.697 -1.421
H 2.883 -1.624 0.663
H -4.708 -0.883 1.504
H 3.561 0.143 -0.839
C 2.369 -0.983 1.460
H 3.876 1.003 0.665
H -0.096 0.602 -2.075
O 1.466 -1.551 -1.165
C -3.765 0.463 0.141
H -2.852 -0.922 1.332
H 1.211 0.858 1.195
C 1.011 -0.358 -0.542
C -3.815 -0.480 1.072
H 1.056 1.606 -1.136
H -4.557 1.003 -0.248
O -1.467 -1.434 -0.971
C -2.477 0.982 -0.345
H 3.131 -0.674 2.218
O -0.720 -1.533 1.447
C 1.814 0.221 0.652
S -0.739 -0.848 0.125
*
```

## Properties
- relative energy (zero: lowest compared OMol25 entry of this formula, charge and spin) (kcal per mole) = 90.3
- SMILES string = [H]/N=C(\C=C)OS(=O)(=O)[C@](N)(O)C(C)C
- gap between HOMO and LUMO (Ha) = 0.3684

---

Entry 5:
One molecule with the formula C11H16O3 in a non-equilibrium geometry. Source: the Open Molecules 2025 dataset; level of theory: ωB97M-V with the def2-TZVPD basis set.

```
! wB97M-V def2-TZVPD RIJCOSX def2/J DEFGRID3
* xyz 0 1
C -1.338 0.707 -0.508
C -3.060 -0.769 0.498
H 1.518 1.990 0.463
H -1.288 0.127 1.422
H -2.635 1.052 -3.362
H 3.671 -0.949 1.938
O 3.021 0.476 -0.132
H 1.205 -0.592 -0.660
C 2.760 -1.443 2.034
H 2.430 -2.261 2.768
C -3.045 1.486 -2.325
H -0.270 -2.089 -0.333
O -0.187 1.500 -0.428
C -1.528 -0.389 0.517
H -3.142 -1.177 1.521
O 0.387 -1.464 1.623
C 0.755 1.217 0.523
H 2.496 0.628 -2.214
C -2.289 1.075 -1.341
C -0.668 -1.730 0.640
H -3.917 2.004 -2.197
H 4.056 1.320 -1.646
C 1.666 -0.011 0.190
H -3.112 -1.481 -0.331
H -1.189 -2.502 1.221
H -3.541 0.176 0.399
H 2.489 2.174 -1.242
C 1.723 -1.047 1.347
H 0.340 1.212 1.558
C 3.002 1.233 -1.374
*
```

## Properties
- relative energy (zero: lowest compared OMol25 entry of this formula, charge and spin) (kcal per mole) = 140.7
- SMILES string = C=C=C1OC[C@@H](OC)C(=C)OC[C@@H]1C
- gap between HOMO and LUMO (Ha) = 0.3397

---

Entry 6:
C45H37Cl2NO3P2RuS2Si as an isolated structure. Source: the Open Molecules 2025 dataset; level of theory: ωB97M-V with the def2-TZVPD basis set.

```
! wB97M-V def2-TZVPD RIJCOSX def2/J DEFGRID3
* xyz 0 5
C -1.623 -1.278 4.390
C -1.125 3.267 5.096
C -5.301 0.622 -3.538
C 2.128 -1.949 -1.927
H -0.738 5.280 4.457
C 1.364 4.361 -0.365
C -2.173 -3.380 -0.273
H -1.455 3.555 6.086
C -2.889 -5.200 1.125
C 2.953 -1.286 3.662
N -1.843 0.566 -2.198
C 2.957 -2.522 -2.878
C -0.056 5.698 -1.774
C -1.015 -3.246 0.491
H -3.622 -5.956 1.375
C 2.829 2.649 2.312
H 4.371 -2.496 2.597
H -0.923 -1.311 5.228
C -1.740 -5.068 1.890
C 1.244 -2.737 -1.195
H 2.150 -0.880 -1.767
H 1.351 -0.154 4.498
C -0.274 2.505 2.561
H 3.622 -1.067 4.484
H 0.094 -3.993 2.174
C -0.720 1.520 3.456
C 2.001 -4.673 -2.416
H -5.558 -1.375 -6.270
H 3.645 -1.902 -3.440
O -0.693 0.179 -4.461
C 1.187 5.447 -1.210
O -1.156 -1.729 -3.004
S -1.550 -0.423 -3.474
P 0.172 -1.942 0.043
S -2.419 -0.242 1.418
C 2.182 1.016 -3.996
H 2.025 6.094 -1.436
H -1.572 -5.721 2.737
C 2.963 0.960 0.613
C 2.895 -3.886 -3.126
C 4.186 2.504 2.557
C 1.178 -4.102 -1.454
C -1.128 4.861 -1.494
O -3.592 1.778 -1.340
C 3.372 -2.078 2.606
Cl 1.395 1.743 -2.588
C -3.746 -1.078 -5.169
H -1.795 -2.302 4.050
C 2.511 -2.320 1.546
C -3.212 -0.423 -4.079
H 0.019 4.603 2.213
H 3.093 0.530 -3.667
C -1.128 1.928 4.725
P 0.428 2.021 0.942
H 0.481 -4.725 -0.909
H 1.938 -5.735 -2.612
C -5.096 -0.876 -5.429
C -3.958 0.415 -3.277
C -5.863 -0.037 -4.623
H -6.911 0.101 -4.850
C -0.295 3.848 2.924
H 4.893 0.086 0.294
H -3.999 -4.456 -0.556
C 4.321 0.814 0.856
C 0.772 -1.005 2.611
C -0.801 -4.095 1.572
H 2.472 0.354 -0.134
C -0.722 4.231 4.188
H 5.993 1.474 2.026
C 0.294 3.518 -0.086
H -1.798 3.113 -0.461
H -2.578 -0.879 4.736
H 3.535 -4.331 -3.877
H 4.661 3.105 3.322
C 4.934 1.588 1.828
H 1.470 0.332 -4.442
Si -0.959 -0.285 2.949
C 1.664 -0.771 3.660
H -1.478 1.190 5.437
C -3.101 -4.358 0.040
C -3.147 1.010 -2.169
H 2.254 3.356 2.897
Ru -0.902 0.280 -0.287
H -0.187 6.541 -2.439
C 1.228 -1.779 1.529
H -2.097 5.044 -1.938
H 2.850 -2.923 0.712
H -5.879 1.280 -2.903
H -2.334 -2.717 -1.115
C -0.956 3.771 -0.657
H 2.340 4.158 0.057
H -3.140 -1.722 -5.792
C 2.208 1.881 1.329
Cl 2.622 2.235 -5.202
*
```

## Properties
- ⟨S²⟩ = 6.016
- relative energy (zero: lowest compared OMol25 entry of this formula, charge and spin) (kcal per mole) = 5.6
- gap between HOMO and LUMO (alpha / beta) (Ha) = 0.2876 / 0.2847